1.
{
  "formula": "C9H50NO17",
  "method": "ωB97M-V/def2-TZVPD",
  "charge": -1,
  "homo_energy_ev": -3.73,
  "lumo_energy_ha": 0.05068,
  "e_above_lowest_kcal_mol": 5.94,
  "symbols": ["C", "C", "C", "C", "C", "C", "N", "O", "C", "C", "C", "H", "H", "H", "H", "H", "H", "H", "H", "H", "H", "H", "H", "H", "H", "H", "H", "H", "H", "O", "H", "H", "O", "H", "H", "O", "H", "H", "O", "H", "H", "O", "H", "H", "O", "H", "H", "O", "H", "H", "O", "H", "H", "O", "H", "H", "O", "H", "H", "O", "H", "H", "O", "H", "H", "O", "H", "H", "O", "H", "H", "O", "H", "H", "O", "H", "H"],
  "coordinates": [[0.8591, 2.2031, -0.2097], [0.0029, 1.0187, 0.3239], [-0.9401, 0.5849, -0.8207], [-0.3105, -0.4036, -1.8062], [0.2621, -1.5905, -1.0588], [1.3336, -1.1544, -0.0532], [0.8137, -0.0978, 0.7887], [1.6249, 0.2122, 1.8942], [2.6294, -0.7714, -0.8156], [1.6410, -2.3879, 0.8011], [-0.8840, 1.5197, 1.4422], [1.8321, 1.9449, -0.6173], [1.0308, 2.8224, 0.6823], [0.3807, 2.9662, -0.8349], [-1.2797, 1.4204, -1.4295], [-1.7652, -0.0137, -0.4052], [0.4848, 0.1250, -2.3473], [-1.0180, -0.7775, -2.5546], [0.7825, -2.2296, -1.7837], [-0.5187, -2.1090, -0.4971], [3.1045, -1.6657, -1.2293], [3.3133, -0.3450, -0.0859], [2.4150, -0.0695, -1.6186], [0.7840, -2.7054, 1.3948], [2.4178, -2.1263, 1.5239], [2.1384, -3.1518, 0.2036], [-1.6171, 0.7607, 1.7160], [-1.4316, 2.4178, 1.1298], [-0.3482, 1.8026, 2.3446], [5.5386, -2.9698, 0.1907], [4.6179, -2.7605, 0.0017], [5.4973, -3.5924, 0.9218], [-3.2233, 4.1854, -2.1973], [-3.2368, 3.2189, -2.1998], [-4.1096, 4.4424, -2.4672], [2.2132, -1.4443, 4.6911], [2.1516, -2.1061, 3.9957], [1.7792, -0.6732, 4.3028], [3.7788, 1.8819, 1.2144], [4.1601, 1.4609, 0.4412], [2.9791, 1.3404, 1.4401], [1.3174, 2.2020, 4.1018], [2.0283, 2.7025, 3.6886], [1.2508, 1.4067, 3.5437], [-3.7916, -0.9809, 2.9767], [-4.2000, -0.7743, 3.8214], [-3.9374, -0.1831, 2.4374], [-2.7128, -2.2764, -4.0516], [-3.0036, -3.1948, -4.0635], [-1.8947, -2.2691, -4.5580], [-4.2112, -2.0269, -1.3515], [-3.7501, -1.8174, -0.5294], [-3.5110, -2.0995, -2.0133], [-4.2192, 1.2637, -1.2207], [-5.1565, 1.4637, -1.3169], [-4.1579, 0.3092, -1.3572], [-0.1415, 2.8385, -3.6107], [-0.8894, 3.4097, -3.4038], [-0.0330, 2.2861, -2.8275], [-1.9318, 5.1960, 0.2915], [-2.7570, 4.8642, 0.6557], [-2.0429, 5.1069, -0.6633], [4.3002, -1.1243, 2.5112], [4.4856, -1.0525, 3.4527], [3.4346, -0.6928, 2.4164], [1.5318, -1.1055, -4.5412], [1.1276, -1.1714, -3.6668], [1.1133, -1.7941, -5.0648], [-0.6050, -1.1311, 3.2382], [-1.4672, -1.1038, 2.8113], [-0.0132, -0.6333, 2.6341], [-4.4545, 1.4772, 1.6423], [-5.3799, 1.3150, 1.4350], [-4.0582, 1.7446, 0.7976], [2.8057, -4.5264, -1.8763], [1.9423, -4.1129, -1.7753], [3.0984, -4.6987, -0.9762]],
  "atomic_forces_ev_per_a": [[0.113, 1.036, 1.379], [0.378, 0.333, -1.640], [0.156, -1.725, -0.371], [0.380, 0.188, 0.050], [0.579, 0.732, -0.026], [0.250, -0.091, -0.372], [-1.229, -0.650, 0.548], [0.477, 0.329, 0.043], [-0.295, -0.285, 0.457], [0.921, 0.740, 0.775], [-0.506, 0.400, 0.359], [-0.083, -0.175, -0.070], [0.625, -0.189, -0.133], [-0.396, -0.556, -0.344], [-0.460, 0.281, 0.565], [-0.291, 0.609, 0.149], [0.012, -0.132, -0.073], [-0.186, 0.363, 0.037], [-0.311, -0.442, 0.162], [-0.070, -0.221, -0.261], [-0.033, 0.072, -0.204], [0.111, 0.132, -0.084], [0.245, 0.104, -0.024], [-0.123, -0.272, -0.317], [-0.143, 0.064, 0.027], [-0.580, -0.319, -0.168], [-0.030, -0.024, 0.003], [0.063, -0.064, -0.163], [0.182, -0.068, -0.121], [0.049, -0.370, -0.300], [0.029, 0.238, 0.129], [-0.022, 0.178, 0.151], [0.032, -0.140, -0.127], [-0.029, -0.082, 0.166], [0.037, 0.061, -0.040], [0.190, 0.034, 0.169], [-0.103, 0.059, -0.058], [-0.100, -0.104, -0.034], [-0.160, 0.228, 0.145], [0.052, -0.063, 0.068], [0.056, -0.113, -0.038], [0.008, -0.092, 0.100], [0.025, -0.066, -0.060], [0.071, 0.071, -0.277], [-0.136, 0.013, -0.355], [0.151, -0.005, 0.074], [0.086, 0.010, 0.191], [-0.115, -0.145, 0.117], [0.005, 0.006, -0.068], [0.030, 0.090, 0.053], [0.106, 0.432, 0.077], [-0.011, -0.236, 0.058], [0.073, 0.054, -0.121], [-0.114, 0.347, -0.108], [0.000, -0.093, -0.091], [0.039, -0.216, -0.070], [-0.171, -0.041, -0.066], [0.045, 0.037, 0.039], [0.117, 0.102, -0.020], [0.069, 0.145, -0.030], [0.022, -0.047, 0.008], [-0.107, -0.106, 0.075], [0.093, -0.173, 0.019], [-0.111, 0.017, 0.019], [-0.141, 0.253, -0.125], [-0.103, -0.053, 0.003], [0.098, 0.047, -0.081], [0.070, -0.040, 0.003], [0.176, 0.022, -0.165], [-0.106, -0.021, 0.192], [0.037, -0.241, 0.186], [-0.055, 0.149, 0.019], [0.003, 0.017, -0.007], [0.035, -0.260, 0.067], [-0.041, -0.099, -0.124], [0.026, 0.022, 0.069], [0.039, 0.001, -0.014]],
  "mulliken_charge": [-1.8113, 1.5507, -0.0911, -0.9592, -0.7112, 1.4184, 1.8180, -0.6079, -1.5701, -0.9496, -1.1406, 0.2414, 0.3939, 0.4051, 0.0102, -0.0895, 0.5164, -0.0601, -0.0222, 0.2730, 0.5309, -0.0107, 0.3442, 0.3006, 0.2131, -0.3771, 0.1306, 0.0829, 0.1320, -0.6551, 0.3130, 0.3003, -0.6072, 0.3098, 0.2563, -0.7068, 0.3532, 0.3565, -0.7075, 0.3879, 0.1613, -0.7101, 0.3556, 0.1919, -0.6115, 0.2876, 0.3758, -0.6338, 0.3112, 0.2866, -0.6874, 0.3386, 0.3467, -0.4822, 0.2457, 0.2893, -0.7030, 0.3217, 0.2129, -0.6380, 0.2824, 0.3274, -0.6245, 0.3177, 0.2770, -0.6692, 0.3006, 0.2594, -0.7082, 0.3910, 0.0456, -0.7031, 0.2796, 0.3763, -0.6489, 0.3596, 0.3172]
}

2.
{
  "formula": "C3H6FN",
  "method": "ωB97M-V/def2-TZVPD",
  "charge": 0,
  "homo_energy_ev": -9.09,
  "lumo_energy_ha": 0.03492,
  "smiles": "NC/C=C/F",
  "e_above_lowest_kcal_mol": 56.36,
  "symbols": ["N", "C", "C", "C", "F", "H", "H", "H", "H", "H", "H"],
  "coordinates": [[-1.0442, -0.9844, -0.0661], [-0.9503, 0.5511, 0.1219], [0.4521, 0.8851, -0.1874], [1.3692, -0.1157, -0.1261], [2.7503, -0.1836, 0.0733], [-0.6897, -1.7224, 0.5518], [-0.5401, -0.8961, -1.0667], [-1.2304, 0.7329, 1.3066], [-1.8705, 0.9267, -0.5256], [0.5293, 1.9742, -0.1230], [1.2240, -1.1679, 0.0413]],
  "atomic_forces_ev_per_a": [[-0.488, 1.813, -3.940], [-2.948, -3.434, 2.600], [1.386, 0.594, 1.029], [0.825, -0.043, 1.158], [-0.671, 2.162, -0.807], [0.264, 1.258, -0.257], [-1.566, -2.036, 2.955], [0.811, 0.077, -3.033], [2.398, -0.214, 1.229], [1.334, -0.337, -0.445], [-1.345, 0.160, -0.490]],
  "mulliken_charge": [-0.7110, -0.2677, -0.3734, -0.0270, -0.2460, 0.2667, 0.2926, 0.2652, 0.2367, 0.3180, 0.2460]
}

Copy entry 2 word for word.
{
  "formula": "C3H6FN",
  "method": "ωB97M-V/def2-TZVPD",
  "charge": 0,
  "homo_energy_ev": -9.09,
  "lumo_energy_ha": 0.03492,
  "smiles": "NC/C=C/F",
  "e_above_lowest_kcal_mol": 56.36,
  "symbols": ["N", "C", "C", "C", "F", "H", "H", "H", "H", "H", "H"],
  "coordinates": [[-1.0442, -0.9844, -0.0661], [-0.9503, 0.5511, 0.1219], [0.4521, 0.8851, -0.1874], [1.3692, -0.1157, -0.1261], [2.7503, -0.1836, 0.0733], [-0.6897, -1.7224, 0.5518], [-0.5401, -0.8961, -1.0667], [-1.2304, 0.7329, 1.3066], [-1.8705, 0.9267, -0.5256], [0.5293, 1.9742, -0.1230], [1.2240, -1.1679, 0.0413]],
  "atomic_forces_ev_per_a": [[-0.488, 1.813, -3.940], [-2.948, -3.434, 2.600], [1.386, 0.594, 1.029], [0.825, -0.043, 1.158], [-0.671, 2.162, -0.807], [0.264, 1.258, -0.257], [-1.566, -2.036, 2.955], [0.811, 0.077, -3.033], [2.398, -0.214, 1.229], [1.334, -0.337, -0.445], [-1.345, 0.160, -0.490]],
  "mulliken_charge": [-0.7110, -0.2677, -0.3734, -0.0270, -0.2460, 0.2667, 0.2926, 0.2652, 0.2367, 0.3180, 0.2460]
}